Here is a cluster of 5 separate species, C43H50N4O13S in total in a non-equilibrium geometry from the OMol25 dataset. Energies are from ωB97M-V/def2-TZVPD.

Its SMILES is CC[C@@H](C)[C@@]1(CC)OS(=O)(=O)O[C@@H]1COc1cc(C)ccc1C(C)C.O=[N+]([O-])c1ccccc1.O=[N+]([O-])c1ccccc1.O=[N+]([O-])c1ccccc1.O=[N+]([O-])c1ccccc1. The calculation puts the largest force on an atom at 4.607 eV/A. Its energy above the lowest of the compared OMol25 structures with the same formula, charge and spin is 81.3 kcal/mol. As for the frontier orbital gap: 0.2633 Ha.

Geometry as XYZ:
```
111
Properties=species:S:1:pos:R:3:lowdin_charge:R:1
C -2.65 3.39 -0.81 -0.101
C -1.51 2.77 -1.71 -0.198
C -1.65 1.19 -1.91 -0.278
C -1.90 0.95 -3.45 -0.065
C -0.38 0.38 -1.32 -0.324
C 0.79 0.69 -2.30 -0.125
C 1.08 -0.43 -3.39 -0.055
O -0.31 1.00 0.03 -0.156
S -1.39 0.25 1.03 0.733
O -1.01 0.12 2.43 -0.248
O -2.73 0.86 1.09 -0.285
O -1.68 -1.14 0.16 -0.157
C -0.79 -1.09 -0.99 -0.216
C 0.31 -2.21 -0.74 -0.096
O 1.67 -1.79 -0.75 -0.069
C 2.16 -1.34 0.46 -0.162
C 1.60 -1.53 1.80 0.025
C 2.30 -1.01 2.98 -0.215
C 1.75 -1.22 4.44 -0.059
C 3.58 -0.28 2.89 -0.039
C 4.15 -0.10 1.55 -0.033
C 3.45 -0.62 0.39 -0.097
C 4.15 -0.42 -1.02 -0.352
C 5.06 0.87 -1.08 -0.101
C 5.02 -1.70 -1.42 -0.067
H -2.50 3.15 0.27 0.060
H -2.59 4.50 -0.93 0.074
H -3.68 3.07 -1.12 0.081
H -1.63 3.25 -2.73 0.107
H -0.51 3.09 -1.34 0.114
H -2.61 0.90 -1.39 0.126
H -2.87 1.45 -3.72 0.102
H -1.97 -0.14 -3.72 0.063
H -1.10 1.39 -4.12 0.057
H 1.71 0.84 -1.66 0.118
H 0.67 1.66 -2.86 0.105
H 1.36 0.08 -4.34 0.063
H 1.95 -1.05 -3.05 0.067
H 0.15 -1.05 -3.54 0.083
H -1.36 -1.40 -1.92 0.142
H -0.02 -2.80 0.15 0.099
H 0.20 -2.94 -1.61 0.148
H 0.63 -2.08 1.93 0.081
H 2.63 -1.49 5.11 0.081
H 1.30 -0.30 4.88 0.067
H 1.08 -2.12 4.45 0.068
H 4.11 0.11 3.79 0.101
H 5.13 0.42 1.49 0.106
H 3.40 -0.32 -1.85 0.085
H 6.15 0.67 -0.89 0.080
H 4.76 1.68 -0.36 0.074
H 4.98 1.30 -2.11 0.072
H 5.39 -1.48 -2.47 0.082
H 5.89 -1.87 -0.74 0.082
H 4.33 -2.57 -1.52 0.077
O 4.69 2.40 8.08 0.074
N 3.74 2.58 8.82 -0.352
O 3.83 2.68 10.03 0.075
C 2.41 2.67 8.22 -0.147
C 2.27 2.53 6.84 -0.004
C 1.01 2.60 6.28 -0.069
C -0.11 2.81 7.08 -0.069
C 0.04 2.96 8.45 -0.067
C 1.31 2.90 9.03 -0.005
H 3.13 2.36 6.21 0.117
H 0.89 2.48 5.21 0.109
H -1.09 2.86 6.64 0.109
H -0.83 3.13 9.08 0.108
H 1.41 3.01 10.10 0.119
O -0.89 2.76 -7.12 0.095
N 0.03 2.61 -6.33 -0.331
O 0.29 1.56 -5.76 0.032
C 0.87 3.78 -6.03 -0.141
C 0.58 5.00 -6.63 0.001
C 1.36 6.10 -6.33 -0.062
C 2.42 5.98 -5.44 -0.067
C 2.71 4.76 -4.86 -0.061
C 1.93 3.65 -5.15 -0.002
H -0.25 5.10 -7.32 0.121
H 1.14 7.06 -6.78 0.110
H 3.03 6.85 -5.20 0.109
H 3.54 4.67 -4.17 0.110
H 2.16 2.70 -4.69 0.111
O -0.05 -3.99 1.83 0.025
N 0.15 -5.03 2.44 -0.315
O 0.97 -5.87 2.12 0.102
C -0.66 -5.29 3.63 -0.141
C -1.63 -4.37 4.00 0.003
C -2.42 -4.62 5.12 -0.061
C -2.22 -5.79 5.85 -0.069
C -1.24 -6.70 5.47 -0.064
C -0.46 -6.45 4.36 -0.001
H -1.79 -3.46 3.44 0.122
H -3.18 -3.92 5.42 0.111
H -2.84 -5.99 6.72 0.109
H -1.09 -7.60 6.05 0.109
H 0.30 -7.16 4.07 0.121
O -8.68 -2.17 -5.54 0.076
N -7.58 -2.65 -5.76 -0.351
O -7.34 -3.46 -6.63 0.076
C -6.48 -2.23 -4.89 -0.145
C -6.72 -1.34 -3.86 0.001
C -5.67 -0.96 -3.03 -0.054
C -4.40 -1.47 -3.24 -0.078
C -4.16 -2.35 -4.29 -0.062
C -5.20 -2.74 -5.12 0.000
H -7.71 -0.93 -3.68 0.120
H -5.85 -0.27 -2.21 0.112
H -3.58 -1.17 -2.59 0.080
H -3.16 -2.75 -4.45 0.108
H -5.01 -3.43 -5.93 0.120
```

=====

Here is a structure of composition C43H51AsFN3PdSSe from the OMol25 dataset. Energies are from ωB97M-V/def2-TZVPD.

The calculation puts the largest force on an atom at 0.596 eV/A. Its energy above the lowest of the compared OMol25 structures with the same formula, charge and spin is 0.0 kcal/mol. As for the frontier orbital gap: 0.2298 Ha.

Geometry as XYZ:
```
102
Properties=species:S:1:pos:R:3:lowdin_charge:R:1
Pd -0.07 0.76 -0.33 0.429
C 3.71 0.02 -3.85 -0.060
C 3.93 0.80 -2.55 -0.357
C 5.23 1.59 -2.66 -0.054
C 3.93 -0.08 -1.31 -0.163
C 4.89 -1.08 -1.21 -0.046
C 4.96 -1.91 -0.10 -0.073
C 4.07 -1.72 0.94 -0.053
C 3.10 -0.72 0.89 -0.165
C 2.22 -0.48 2.10 -0.384
C 1.38 -1.70 2.46 -0.053
C 3.05 -0.02 3.30 -0.056
C 3.01 0.09 -0.25 -0.248
N 2.00 1.07 -0.33 -0.073
C 2.46 2.37 -0.34 -0.306
C 3.72 2.74 0.16 -0.057
C 4.14 4.07 0.20 -0.100
C 3.32 5.09 -0.25 -0.101
C 2.07 4.76 -0.76 -0.019
C 1.68 3.44 -0.80 -0.242
F 0.45 3.17 -1.30 -0.019
H 3.76 0.70 -4.71 0.081
H 2.74 -0.47 -3.89 0.056
H 4.48 -0.74 -4.00 0.079
H 3.10 1.51 -2.47 0.121
H 6.08 0.92 -2.83 0.077
H 5.43 2.16 -1.76 0.065
H 5.19 2.29 -3.50 0.082
H 5.59 -1.21 -2.02 0.110
H 5.71 -2.69 -0.05 0.101
H 4.14 -2.35 1.82 0.110
H 1.53 0.32 1.84 0.073
H 2.00 -2.58 2.65 0.075
H 0.69 -1.95 1.65 0.037
H 0.78 -1.51 3.35 0.086
H 3.69 -0.82 3.67 0.077
H 2.39 0.29 4.12 0.077
H 3.68 0.83 3.03 0.075
H 4.37 1.97 0.54 0.120
H 5.12 4.29 0.60 0.104
H 3.64 6.12 -0.22 0.097
H 1.39 5.51 -1.14 0.120
C -8.06 1.18 0.77 -0.052
C -6.64 1.22 0.27 -0.272
C -5.98 2.42 0.05 -0.015
C -4.67 2.48 -0.40 -0.300
C -4.04 3.83 -0.60 -0.098
C -3.99 1.28 -0.67 -0.510
Se -2.20 1.46 -1.36 0.746
C -4.65 0.06 -0.49 -0.321
C -3.99 -1.23 -0.84 -0.085
C -5.95 0.05 -0.01 -0.034
H -8.41 2.18 1.03 0.072
H -8.14 0.56 1.67 0.077
H -8.73 0.77 0.02 0.080
H -6.50 3.36 0.26 0.112
H -4.69 4.61 -0.20 0.073
H -3.86 4.04 -1.65 0.076
H -3.07 3.89 -0.10 0.055
H -2.91 -1.13 -0.78 -0.020
H -4.24 -1.52 -1.87 0.099
H -4.32 -2.04 -0.18 0.090
H -6.44 -0.90 0.14 0.122
N 1.42 3.13 2.47 0.144
C 0.20 2.61 2.68 -0.674
N -0.42 1.76 1.90 0.056
C -1.63 1.38 2.50 -0.301
C -2.53 0.44 2.02 -0.048
C -3.69 0.18 2.72 -0.069
C -3.98 0.84 3.92 -0.083
C -3.08 1.76 4.44 -0.095
C -1.92 2.01 3.72 -0.482
S -0.62 3.08 4.15 1.090
H 1.91 2.98 1.60 0.060
H 1.78 3.82 3.11 0.103
H -2.31 -0.07 1.10 0.050
H -4.40 -0.53 2.33 0.101
H -4.90 0.63 4.45 0.102
H -3.27 2.26 5.37 0.106
C 1.66 -2.32 -1.71 -0.233
As -0.01 -1.40 -1.36 1.134
C -0.73 -1.42 -3.15 -0.279
C -1.06 -2.82 -0.47 -0.290
C -0.54 -4.20 -0.74 -0.314
C 0.48 -4.76 0.03 -0.058
C 0.96 -6.03 -0.24 -0.074
C 0.42 -6.77 -1.28 -0.090
C -0.60 -6.23 -2.05 -0.080
C -1.08 -4.96 -1.77 -0.054
H 1.40 -3.24 -2.22 0.048
H 2.21 -2.53 -0.80 0.029
H 2.26 -1.69 -2.35 0.007
H -0.80 -2.45 -3.51 0.031
H -0.06 -0.85 -3.79 0.032
H -1.71 -0.94 -3.16 -0.009
H -2.07 -2.72 -0.84 0.038
H -1.07 -2.60 0.60 0.069
H 0.90 -4.19 0.85 0.101
H 1.75 -6.45 0.37 0.105
H 0.79 -7.76 -1.49 0.101
H -1.03 -6.81 -2.86 0.103
H -1.89 -4.55 -2.37 0.111
```

=====

Here is a structure of composition C43H51Cl2GeLaN5O8S2 in a non-equilibrium geometry from the OMol25 dataset. Energies are from ωB97M-V/def2-TZVPD.

As for the total charge: -1. The calculation puts the largest force on an atom at 3.717 eV/A. Its energy above the lowest of the compared OMol25 structures with the same formula, charge and spin is 1.7 kcal/mol. As for the frontier orbital gap: 0.2271 Ha.

Geometry as XYZ:
```
113
Properties=species:S:1:pos:R:3:lowdin_charge:R:1
La 0.04 0.00 0.26 1.918
O -2.97 0.57 2.38 -0.289
S -2.13 1.36 1.52 0.302
O -2.53 2.74 1.33 -0.320
O -0.66 1.26 2.00 -0.593
O -2.05 0.70 0.12 -0.594
O 0.12 0.92 -2.38 -0.130
H -0.55 1.60 -2.62 0.022
H 0.98 1.34 -2.55 0.029
O 2.58 2.31 -2.06 -0.014
C 2.04 2.43 -0.95 -0.662
O 1.96 1.48 -0.09 -0.257
C 1.36 3.75 -0.61 -0.131
C 0.01 3.54 0.10 -0.238
Ge 0.13 3.86 2.07 1.032
C -1.23 4.01 3.46 -0.277
C -1.99 5.17 3.61 -0.091
C -2.88 5.32 4.67 -0.096
C -3.02 4.31 5.61 -0.106
C -2.27 3.15 5.48 -0.079
C -1.39 3.00 4.42 -0.113
C 0.61 5.80 1.81 -0.245
C -0.24 6.63 1.06 -0.128
C 0.08 7.96 0.79 -0.099
C 1.26 8.50 1.27 -0.114
C 2.12 7.71 2.02 -0.098
C 1.79 6.37 2.28 -0.092
C 1.69 3.28 3.09 -0.248
C 2.77 2.53 2.61 -0.109
C 3.86 2.23 3.42 -0.101
C 3.91 2.68 4.73 -0.106
C 2.86 3.43 5.23 -0.091
C 1.76 3.73 4.42 -0.117
H 1.25 4.28 -1.55 0.113
H 2.05 4.33 0.01 0.111
H -0.40 2.57 -0.18 0.002
H -0.74 4.27 -0.21 0.054
H -1.90 5.98 2.89 0.082
H -3.46 6.24 4.77 0.092
H -3.70 4.43 6.45 0.091
H -2.38 2.35 6.20 0.099
H -0.82 2.08 4.33 0.104
H -1.17 6.23 0.66 0.094
H -0.60 8.57 0.20 0.093
H 1.52 9.54 1.06 0.091
H 3.05 8.12 2.39 0.093
H 2.49 5.78 2.87 0.089
H 2.75 2.16 1.60 0.061
H 4.68 1.64 3.01 0.097
H 4.76 2.44 5.36 0.092
H 2.88 3.79 6.25 0.095
H 0.96 4.34 4.83 0.102
Cl -2.61 6.34 -4.72 0.645
C -2.71 5.03 -3.57 -0.656
C -3.56 5.12 -2.49 -0.091
C -3.61 4.05 -1.62 -0.036
C -2.80 2.95 -1.86 -0.116
N -1.96 2.88 -2.90 0.063
C -1.92 3.92 -3.75 -0.155
H -4.16 6.01 -2.33 0.109
H -4.24 4.06 -0.73 0.117
H -2.79 2.11 -1.17 0.079
H -1.24 3.85 -4.59 0.112
C -3.17 -1.58 -1.27 -0.168
N -1.76 -1.70 -1.70 -0.097
C -1.37 -3.11 -1.64 -0.178
N -2.21 -3.96 -2.49 -0.083
C -3.61 -3.79 -2.05 -0.174
N -4.06 -2.40 -2.12 -0.083
C -3.92 -1.95 -3.50 -0.179
N -2.54 -2.06 -3.99 -0.084
C -1.68 -1.26 -3.11 -0.175
C -2.12 -3.47 -3.87 -0.179
H -3.47 -0.54 -1.32 0.112
H -3.25 -1.92 -0.24 0.128
H -1.45 -3.45 -0.61 0.096
H -0.33 -3.21 -1.95 0.108
H -3.70 -4.14 -1.02 0.124
H -4.25 -4.40 -2.68 0.117
H -4.23 -0.90 -3.57 0.124
H -4.57 -2.55 -4.14 0.117
H -2.00 -0.22 -3.17 0.113
H -0.65 -1.33 -3.45 0.107
H -1.09 -3.55 -4.20 0.121
H -2.75 -4.08 -4.51 0.117
Cl 2.02 -0.81 2.38 0.726
C 1.85 -2.55 2.05 -0.572
C 2.99 -3.32 2.07 -0.149
C 2.93 -4.65 1.69 -0.143
C 1.70 -5.16 1.27 -0.120
C 0.55 -4.38 1.28 -0.064
C 0.57 -3.02 1.68 -0.387
C -0.59 -2.18 1.67 -0.237
H 3.93 -2.87 2.39 0.099
H 3.82 -5.27 1.70 0.086
H 1.63 -6.20 0.95 0.094
H -0.39 -4.80 0.96 0.100
H -0.67 -1.49 2.53 0.028
H -1.52 -2.71 1.52 0.038
O 1.41 -1.55 -0.89 -0.713
S 2.26 -1.75 -2.16 1.006
C 3.19 -3.26 -1.78 -0.298
C 4.67 -2.90 -1.65 -0.224
C 4.67 -1.48 -1.08 -0.217
C 3.71 -0.71 -1.97 -0.306
H 2.98 -4.00 -2.55 0.089
H 2.76 -3.59 -0.83 0.076
H 5.16 -2.90 -2.63 0.109
H 5.19 -3.61 -1.01 0.113
H 5.66 -1.03 -1.06 0.117
H 4.27 -1.50 -0.06 0.108
H 4.10 -0.55 -2.98 0.106
H 3.36 0.25 -1.58 0.063
```